1.
Molecular formula: C3H6P2
Method: DFT, wB97M-V/def2-TZVPD

XYZ file:
```
11
Properties=species:S:1:pos:R:3
P -2.59268 2.89866 1.38850
P -3.74713 1.26053 1.43810
H -3.04968 0.42416 0.68686
H -3.18696 0.72570 2.52350
C 0.50522 -0.14336 -0.02732
C 1.44438 -0.48638 -0.68243
C 2.50882 -1.18109 -1.38485
H -0.28675 0.24673 0.55902
H 2.33006 -1.16434 -2.38660
H 3.40538 -0.56896 -1.35559
H 2.66934 -2.01167 -0.75918
```

Calculated values
Gap between HOMO and LUMO (alpha / beta): 6.8 / 6.8 eV
ΔE to the lowest compared entry with this formula, charge and spin: 405.7 kJ/mol
E_tot: -800.408758 Ha
HOMO (alpha / beta): -8.238 / -8.311 eV

Here are the natural (NBO) charges for atoms 1 to 8, given in e:
1 P 0.03
2 P 0.00
3 H -0.02
4 H -0.01
5 C -0.28
6 C 0.03
7 C -0.69
8 H 0.23

2.
Molecular formula: C33H39BO3S
Method: DFT, wB97M-V/def2-TZVPD

XYZ file:
```
77
Properties=species:S:1:pos:R:3
C 0.00486 5.02201 2.16447
C 0.16616 3.66046 1.52132
C -0.93848 2.78247 1.56963
C -0.77546 1.44861 1.15491
C 0.46063 0.94837 0.67578
C 0.63159 -0.63387 0.97853
C -0.27745 -1.33883 -0.10284
C -0.06908 -2.70963 -0.40466
C -1.07976 -3.54250 -0.94767
C -2.38452 -2.97142 -1.10372
C -3.61106 -3.82299 -1.33351
C -2.51365 -1.56978 -1.15266
C -1.44954 -0.77072 -0.66966
C 1.48961 1.88705 0.46119
C 1.33976 3.24754 0.83867
H 0.59774 5.78443 1.64933
H -1.04604 5.33521 2.11457
H 0.31168 5.01045 3.22309
H -1.89266 3.15017 1.99680
H -1.59372 0.75742 1.37597
H 1.68139 -0.76003 0.38151
H 0.89774 -3.19401 -0.19195
H -0.94866 -4.62601 -1.21419
H -3.96568 -3.74847 -2.37302
H -3.40680 -4.87732 -1.12749
H -4.42919 -3.47853 -0.67586
H -3.46812 -1.12048 -1.52225
H -1.59896 0.30384 -0.64869
H 2.49402 1.55659 0.12482
H 2.13226 4.00871 0.68937
C -5.19648 0.97948 5.04141
O -4.83651 0.14251 3.89764
C -3.52358 -0.29786 3.86908
C -3.22925 -1.45561 3.10921
C -1.91525 -1.65426 2.66109
C -0.87163 -0.84153 3.06682
B 1.21468 0.45280 -2.24710
C 0.51013 -1.04429 2.47563
C 1.69085 -0.38972 3.10746
C 2.86609 -0.94525 2.64131
C 2.69836 -2.26335 2.15860
C 3.77227 -3.08027 1.54133
S 1.09082 -2.76047 2.42518
O 1.83926 -0.54611 -2.82659
C 2.06886 -0.04024 -4.16454
C 3.51576 -0.42828 -4.43654
C 1.27268 -0.88270 -5.12641
C 1.60661 1.49788 -4.05970
C 2.78272 2.45315 -3.96196
C 0.59611 2.01472 -5.07536
O 0.87320 1.58991 -2.79974
C -1.16000 0.25307 3.92605
C -2.48194 0.46072 4.38809
H -6.25620 0.79653 5.24616
H -4.62779 0.70055 5.93249
H -5.05263 2.04104 4.80019
H -3.99604 -2.19107 2.89581
H -1.70956 -2.45142 1.92526
H 1.62039 0.64039 3.52629
H 3.84814 -0.48938 2.56395
H 4.76713 -2.61461 1.73338
H 3.74940 -4.14356 1.87117
H 3.67481 -3.08048 0.43081
H 3.73081 -0.52465 -5.54325
H 4.19786 0.32144 -3.99504
H 3.74813 -1.42875 -3.94861
H 1.60477 -0.74161 -6.17332
H 1.43564 -1.92098 -4.82772
H 0.19911 -0.68420 -5.06020
H 3.20393 2.69851 -4.94556
H 2.46271 3.38922 -3.49464
H 3.58433 2.08371 -3.32532
H 1.08881 2.44104 -5.97089
H -0.09339 1.22031 -5.39524
H -0.07999 2.80215 -4.64869
H -0.38448 0.95549 4.18660
H -2.65830 1.22726 5.15362
```

Calculated values
Gap between HOMO and LUMO: 3.2 eV
ΔE to the lowest compared entry with this formula, charge and spin: 859.6 kJ/mol
E_tot: -1929.403764 Ha
HOMO: -4.602 eV

Here are the Mulliken charges for atoms 1 to 8, given in e:
1 C -1.54
2 C 0.85
3 C -1.64
4 C -0.76
5 C 0.92
6 C -0.74
7 C 0.64
8 C -0.82

3.
Molecular formula: C3H8N2O
Method: DFT, wB97M-V/def2-TZVPD

XYZ file:
```
14
Properties=species:S:1:pos:R:3
N -2.04469 0.97104 -0.63896
C -1.10008 0.42515 -1.25344
O -0.44652 -0.00244 -2.14672
H -2.77671 1.27283 -1.27255
C 1.28021 0.76684 0.36873
N 0.03252 0.02615 0.43142
C 0.19006 -1.40903 0.58198
H 1.04770 1.82413 0.21226
H 1.88767 0.65696 1.27865
H 1.86039 0.40532 -0.48667
H -0.60127 0.41583 1.12072
H 0.71225 -1.79006 -0.30138
H 0.75798 -1.69093 1.48007
H -0.79950 -1.87180 0.62588
```

Calculated values
Gap between HOMO and LUMO: 10.5 eV
ΔE to the lowest compared entry with this formula, charge and spin: 145.5 kJ/mol
E_tot: -303.836728 Ha
HOMO: -9.585 eV

Here are the natural (NBO) charges for atoms 1 to 8, given in e:
1 N -0.86
2 C 0.86
3 O -0.58
4 H 0.38
5 C -0.42
6 N -0.57
7 C -0.42
8 H 0.21

4.
Molecular formula: C4H7NO2
Method: DFT, wB97M-V/def2-TZVPD

XYZ file:
```
14
Properties=species:S:1:pos:R:3
C -1.22804 1.21674 0.66559
C -0.02654 0.91963 -0.12585
C 0.83707 0.96903 -1.07418
N 1.20045 0.15075 0.07796
O 2.06240 0.96632 0.93912
H -0.92424 1.72088 1.58868
H -1.90914 1.86691 0.11145
H -1.73543 0.28044 0.91832
H 1.27755 1.28289 -2.00551
H 2.52994 0.28558 1.44284
C -0.49827 -2.41849 -0.60130
O -1.56617 -1.96601 -0.25955
H -0.43468 -3.34112 -1.21354
H 0.45394 -1.93127 -0.32643
```

Calculated values
Gap between HOMO and LUMO: 9.9 eV
ΔE to the lowest compared entry with this formula, charge and spin: 565.2 kJ/mol
E_tot: -361.665594 Ha
HOMO: -8.950 eV

Here are the natural (NBO) charges for atoms 1 to 8, given in e:
1 C -0.68
2 C 0.19
3 C -0.09
4 N -0.21
5 O -0.64
6 H 0.25
7 H 0.24
8 H 0.26

5.
Molecular formula: CH5FNO2PS
Method: DFT, wB97M-V/def2-TZVPD

XYZ file:
```
12
Properties=species:S:1:pos:R:3
C -1.99482 -0.61365 0.38375
N 0.68409 0.04965 -0.98352
O 0.14088 1.18515 1.06121
O -1.74790 0.47134 -0.47147
F 3.48621 -0.46522 -0.65571
P 2.29514 -0.37141 0.44311
S -0.27949 1.23625 -0.33562
H -1.38606 -1.47914 0.09618
H -3.05366 -0.85917 0.29473
H -1.75642 -0.33313 1.41627
H 1.06769 0.17964 -1.90645
H 2.54434 0.99969 0.65752
```

Calculated values
Gap between HOMO and LUMO: 9.5 eV
ΔE to the lowest compared entry with this formula, charge and spin: 124.3 kJ/mol
E_tot: -1085.693592 Ha
HOMO: -9.607 eV

Here are the natural (NBO) charges for atoms 1 to 8, given in e:
1 C -0.28
2 N -1.13
3 O -0.99
4 O -0.71
5 F -0.59
6 P 1.16
7 S 1.67
8 H 0.18

6.
Molecular formula: C5H8O2
Method: DFT, wB97M-V/def2-TZVPD

XYZ file:
```
15
Properties=species:S:1:pos:R:3
C 0.25694 1.99548 0.34201
C 0.51126 -0.76431 -0.60977
C -0.78644 -0.73042 -1.41147
C 0.11460 0.19483 1.80495
O 0.30986 1.46180 1.50771
C 0.20763 -0.94371 0.95346
O 0.04286 -2.07688 1.37269
H -0.13169 1.66952 -0.60503
H 0.44956 3.06543 0.33331
H 0.12154 0.01196 2.86801
H 1.23259 0.00519 -0.89605
H 1.02413 -1.70418 -0.83175
H -1.44453 -1.53279 -1.07497
H -1.32464 0.21043 -1.27666
H -0.58366 -0.86237 -2.47643
```

Calculated values
Gap between HOMO and LUMO (alpha / beta): 7.6 / 8.4 eV
ΔE to the lowest compared entry with this formula, charge and spin: 377.3 kJ/mol
E_tot: -345.661255 Ha
HOMO (alpha / beta): -8.261 / -8.472 eV

Here are the natural (NBO) charges for atoms 1 to 8, given in e:
1 C -0.03
2 C -0.51
3 C -0.61
4 C 0.00
5 O -0.33
6 C 0.44
7 O -0.56
8 H 0.17

- What is the E_tot in the second record?
  -1929.403764 Ha

- Look up the ΔE to the lowest compared entry with this formula, charge and spin of the second one.
  859.6 kJ/mol

Copy entry 3 word for word.
Molecular formula: C3H8N2O
Method: DFT, wB97M-V/def2-TZVPD

XYZ file:
```
14
Properties=species:S:1:pos:R:3
N -2.04469 0.97104 -0.63896
C -1.10008 0.42515 -1.25344
O -0.44652 -0.00244 -2.14672
H -2.77671 1.27283 -1.27255
C 1.28021 0.76684 0.36873
N 0.03252 0.02615 0.43142
C 0.19006 -1.40903 0.58198
H 1.04770 1.82413 0.21226
H 1.88767 0.65696 1.27865
H 1.86039 0.40532 -0.48667
H -0.60127 0.41583 1.12072
H 0.71225 -1.79006 -0.30138
H 0.75798 -1.69093 1.48007
H -0.79950 -1.87180 0.62588
```

Calculated values
Gap between HOMO and LUMO: 10.5 eV
ΔE to the lowest compared entry with this formula, charge and spin: 145.5 kJ/mol
E_tot: -303.836728 Ha
HOMO: -9.585 eV

Here are the natural (NBO) charges for atoms 1 to 8, given in e:
1 N -0.86
2 C 0.86
3 O -0.58
4 H 0.38
5 C -0.42
6 N -0.57
7 C -0.42
8 H 0.21